Here is a molecular structure, C5H7NO from the OMol25 dataset. Energies are from ωB97M-V/def2-TZVPD.

Structure (XYZ):
```
14
Properties=species:S:1:pos:R:3:mulliken_charge:R:1
C 1.1718 0.9142 -0.8093 -0.52
C 0.8202 -0.3295 -0.2735 0.00
C -0.5579 -0.7060 -0.1396 0.64
N -1.4323 -0.8136 -1.1995 -0.52
C -0.7681 -0.5465 1.2094 -0.52
C 0.4730 -0.2505 1.9106 -0.66
O 1.4503 -0.5222 0.8870 -0.15
H 0.5860 1.3220 -1.6300 0.33
H 0.7277 1.4573 0.5043 -0.01
H 2.2038 1.2489 -0.7335 0.33
H -2.3836 -1.0413 -0.9485 0.25
H -1.1017 -1.3546 -1.9856 0.24
H -1.7381 -0.4899 1.6946 0.38
H 0.5490 1.1118 1.5137 0.19
```

Results
Relative energy (zero: lowest compared OMol25 entry of this formula, charge and spin)   6.326 eV
Net charge   0

***

Here is C5H7NO in the gas phase in a non-equilibrium geometry from the OMol25 dataset. Energies are from ωB97M-V/def2-TZVPD.

Structure (XYZ):
```
14
Properties=species:S:1:pos:R:3:mulliken_charge:R:1
C -0.6512 0.2849 0.1117 0.96
C 0.4076 -0.0397 1.1250 -0.76
C 1.4341 -0.2986 0.0497 -0.48
C 0.3219 -0.4930 -0.9137 -0.83
C -2.0444 -0.1712 0.1821 -0.04
H -0.9365 1.8644 -1.0543 0.38
H 0.5131 0.8050 1.9139 0.33
H 0.2029 -1.0010 1.6218 0.28
H 2.0602 0.5777 -0.2208 0.19
H 2.1540 -1.1318 0.1061 0.35
H 0.3441 0.0138 -1.8322 0.34
H 0.0155 -1.5266 -1.0987 0.31
N -3.1351 -0.5559 0.0915 -0.46
O -0.6864 1.6721 -0.0820 -0.56
```

Results
Relative energy (zero: lowest compared OMol25 entry of this formula, charge and spin)   1.851 eV
Structure (SMILES)   N#CC1(O)CCC1
Net charge   0

***

Here is C5H7NO in the gas phase from the OMol25 dataset. Energies are from ωB97M-V/def2-TZVPD.

Structure (XYZ):
```
14
Properties=species:S:1:pos:R:3:mulliken_charge:R:1
O 2.3210 -1.2627 -0.4925 -0.49
C 1.1755 -0.8671 0.1476 -0.23
C 0.0403 1.7684 0.1676 -0.37
C -1.2337 1.0895 0.1016 0.18
C -1.3189 -0.4281 -0.0673 -0.63
C -0.0017 -1.0493 -0.4549 -0.33
N -0.4860 1.6313 1.3014 -0.46
H 3.0718 -1.1606 0.1037 0.34
H 1.3183 -0.3765 1.1145 0.42
H 0.9764 2.1027 -0.2664 0.31
H -2.1152 1.6539 -0.2098 0.41
H -2.0183 -0.6345 -0.8848 0.32
H -1.7671 -0.8689 0.8381 0.26
H 0.0375 -1.5983 -1.3988 0.27
```

Results
Relative energy (zero: lowest compared OMol25 entry of this formula, charge and spin)   3.190 eV
Structure (SMILES)   O/C=C/C[C@@H]1C=N1
Net charge   0

***

no.,E_HOMO (eV),frontier orbital gap (eV)
1,-7.8,8.023
2,-10.7,11.422
3,-8.8,9.573